# 1
Density functional theory data (ωB97M-V with the def2-TZVPD basis set) for C16H16N6O5Sr as an isolated structure in a non-equilibrium geometry.

For the molar mass, the calculation gives 460.0 Da. The value obtained for the largest force on an atom is 4.1 eV/A. For the gap between HOMO and LUMO, the calculation gives 7.563 eV. Its HOMO energy is -8.36 eV. For the total energy, the calculation gives -1354.93088 a.u. Its energy above the lowest of the compared OMol25 structures with the same formula, charge and spin is 45.89 kcal per mole.

Cartesian coordinates (Å):
Sr: -0.37369 0.32341 1.07960
O: 1.36775 2.38882 3.78770
C: 0.88865 2.28299 2.67219
O: -0.30295 1.88590 2.38444
C: 1.76753 2.69691 1.44570
C: 0.91992 3.04031 0.21306
C: 1.79025 3.72989 -0.85079
C: 2.56747 2.52572 -1.44260
C: 2.07044 1.38975 -0.54337
O: 0.68038 1.73928 -0.36735
C: 2.66418 1.54479 0.87232
C: 2.57682 0.22628 1.67732
O: 3.48808 -0.09380 2.41726
O: 1.50964 -0.47216 1.44607
H: 2.37341 3.53399 1.78374
H: -0.01636 3.53958 0.44686
H: 2.44879 4.47153 -0.40225
H: 1.17756 4.22810 -1.60129
H: 3.64860 2.63852 -1.39925
H: 2.27862 2.33946 -2.47706
H: 2.15733 0.38971 -0.96105
H: 3.71262 1.82905 0.84277
N: 0.05175 -2.58278 2.79368
C: -0.65285 -2.90262 1.70328
N: -0.91174 -4.19112 1.47341
C: -1.60332 -4.44844 0.37030
N: -1.92612 -5.72609 0.11565
N: -2.02020 -3.52668 -0.52436
C: -1.73693 -2.28195 -0.19590
N: -1.09383 -1.89984 0.90373
C: -2.15217 -1.21461 -1.15196
C: -2.84108 -1.54242 -2.31400
C: -3.17049 -0.52994 -3.19918
C: -2.81390 0.77438 -2.89376
C: -2.14372 1.01157 -1.70460
N: -1.81367 0.04387 -0.85527
H: 0.46684 -3.34899 3.29448
H: 0.54738 -1.69353 2.80479
H: -1.56619 -6.44324 0.71811
H: -2.31947 -5.95609 -0.77817
H: -3.09331 -2.57613 -2.49431
H: -3.69824 -0.75380 -4.11670
H: -3.04916 1.59464 -3.55710
H: -1.85461 2.01578 -1.41613

# 2
Density functional theory data (ωB97M-V with the def2-TZVPD basis set) for a 2-piece molecular cluster, C3H5NO2 overall in a non-equilibrium geometry.

For the molar mass, the calculation gives 87.1 Da. The value obtained for the largest force on an atom is 1.2 eV/A. For the gap between HOMO and LUMO, the calculation gives 9.272 eV. Its HOMO energy is -9.00 eV. For the total energy, the calculation gives -322.41506 a.u. Its energy above the lowest of the compared OMol25 structures with the same formula, charge and spin is 99.94 kcal per mole.

Cartesian coordinates (Å):
O: -1.50584 -0.50392 1.04664
C: -0.86575 -0.63422 -0.22467
C: 0.64569 -0.77951 -0.13863
O: 0.99789 -0.77919 1.11247
C: 1.60937 1.96096 -1.00890
N: 2.26040 2.03670 -1.95924
H: -2.02305 -1.29692 1.22733
H: -1.24453 -1.48610 -0.80081
H: -1.07593 0.26271 -0.82082
H: 1.01118 1.92236 -0.12292
H: 0.19056 -0.70287 1.68955

# 3
Density functional theory data (ωB97M-V with the def2-TZVPD basis set) for C33H35BBrF4N5O4SiV as an isolated structure in a non-equilibrium geometry.

For the molar mass, the calculation gives 811.4 Da. The value obtained for the largest force on an atom is 1.5 eV/A. For the gap between HOMO and LUMO (spin up / spin down), the calculation gives 6.759 / 7.227 eV. Its HOMO energy (spin up / spin down) is -8.22 / -8.38 eV. For the total energy, the calculation gives -6085.56626 a.u. Its energy above the lowest of the compared OMol25 structures with the same formula, charge and spin is 0.00 kcal per mole. As for the multiplicity: 2.

Cartesian coordinates (Å):
V: 0.41542 -0.27350 -0.41376
Br: 6.71966 3.81623 -1.58816
C: 5.22118 2.66999 -1.46585
C: 5.35611 1.32334 -1.80031
C: 4.27359 0.47006 -1.71297
C: 3.04261 0.96232 -1.28033
O: 1.98557 0.16093 -1.23793
C: 2.90610 2.31413 -0.96163
C: 1.63238 2.85220 -0.55646
N: 0.54515 2.18351 -0.45582
C: -0.62052 2.85594 -0.02100
C: -0.71478 4.13899 0.45463
C: -1.96162 4.68342 0.82890
C: -3.10385 3.94390 0.73667
C: -3.03650 2.60176 0.29564
C: -4.16620 1.75585 0.23105
C: -4.00220 0.45369 -0.13726
C: -2.70647 -0.00818 -0.42906
N: -1.64166 0.75483 -0.41878
C: -1.78978 2.05972 -0.06471
C: 4.00771 3.16801 -1.05100
H: 6.31560 0.94472 -2.12485
H: 4.36327 -0.57965 -1.94816
H: 1.64198 3.92069 -0.34549
H: 0.16269 4.75989 0.56210
H: -1.99996 5.70156 1.19184
H: -4.06341 4.35964 1.01626
H: -5.14236 2.14790 0.48888
H: -4.83425 -0.23387 -0.18659
H: -2.53654 -1.05419 -0.64293
H: 3.89674 4.21284 -0.79026
F: 2.65329 -3.64474 0.99042
B: 2.82615 -2.31323 0.75782
F: 2.96184 -1.54338 1.88016
F: 3.71529 -2.02652 -0.23533
F: 1.39263 -1.87473 0.17254
C: 0.46747 -2.98051 3.61445
C: -0.73998 -2.08913 3.85655
C: -0.50709 -0.60771 3.52848
C: -1.82631 0.17883 3.76052
C: -1.71369 1.69283 3.62553
C: 0.54737 -0.02472 4.45391
O: 0.51857 -0.20045 5.65046
N: 1.50101 0.77165 3.87218
C: 1.64024 1.07589 2.52007
O: 2.45154 1.89582 2.15804
N: 0.77754 0.43834 1.65009
C: -0.12638 -0.41080 2.09087
O: -0.74861 -1.02932 1.17404
H: 0.24499 -4.00310 3.91954
H: 1.33511 -2.64536 4.18532
H: 0.74761 -3.00678 2.56285
H: -1.03847 -2.12878 4.90501
H: -1.58721 -2.42695 3.25555
H: -2.16768 -0.08117 4.76373
H: -2.55795 -0.21364 3.04975
H: -1.06726 2.11384 4.39736
H: -2.69634 2.15317 3.73352
H: -1.31495 1.99235 2.65269
H: 2.17967 1.19753 4.48771
C: 1.58691 -3.33332 -2.60605
Si: -0.12428 -3.07995 -1.91489
C: -0.46436 -3.96082 -0.30230
C: -1.32020 -3.78461 -3.17436
N: -0.33649 -1.28597 -1.77236
C: -0.91272 -0.59183 -2.87786
C: -0.14334 0.35318 -3.55754
C: -0.68464 1.07382 -4.61407
C: -1.99591 0.86350 -5.00674
C: -2.76258 -0.08958 -4.34730
C: -2.22828 -0.81412 -3.29673
H: 1.84794 -4.39495 -2.58070
H: 2.34296 -2.79278 -2.03985
H: 1.62472 -3.00278 -3.64697
H: 0.44833 -4.41794 0.08177
H: -1.20582 -4.74584 -0.46778
H: -0.83453 -3.28905 0.47192
H: -1.05506 -4.84474 -3.24927
H: -1.23134 -3.34545 -4.16808
H: -2.36727 -3.73761 -2.86940
H: 0.88409 0.49666 -3.25594
H: -0.07293 1.80121 -5.13250
H: -2.41778 1.42983 -5.82661
H: -3.78391 -0.27226 -4.65671
H: -2.82754 -1.56054 -2.79621

# 4
Density functional theory data (ωB97M-V with the def2-TZVPD basis set) for one molecule with the formula C5H4O2 in a non-equilibrium geometry.

For the molar mass, the calculation gives 96.1 Da. The value obtained for the largest force on an atom is 3.7 eV/A. For the gap between HOMO and LUMO, the calculation gives 8.393 eV. Its HOMO energy is -8.12 eV. For the total energy, the calculation gives -343.27625 a.u. Its structure (SMILES) is O=C=C/C=C\C=O. Its energy above the lowest of the compared OMol25 structures with the same formula, charge and spin is 72.86 kcal per mole.

Cartesian coordinates (Å):
O: 2.17087 -1.52211 0.85594
C: 1.66467 -0.62127 0.31795
C: 1.18450 0.43541 -0.32965
C: -0.11850 1.06794 -0.05805
C: -1.29905 0.46476 0.15959
C: -1.31024 -0.94042 -0.21398
O: -0.87743 -1.41752 0.81866
H: 1.90225 0.89238 -1.00611
H: -0.13139 2.14749 -0.07639
H: -2.10701 0.87633 0.75161
H: -1.07867 -1.38298 -1.21956

Copy entry 4 word for word.
Density functional theory data (ωB97M-V with the def2-TZVPD basis set) for one molecule with the formula C5H4O2 in a non-equilibrium geometry.

For the molar mass, the calculation gives 96.1 Da. The value obtained for the largest force on an atom is 3.7 eV/A. For the gap between HOMO and LUMO, the calculation gives 8.393 eV. Its HOMO energy is -8.12 eV. For the total energy, the calculation gives -343.27625 a.u. Its structure (SMILES) is O=C=C/C=C\C=O. Its energy above the lowest of the compared OMol25 structures with the same formula, charge and spin is 72.86 kcal per mole.

Cartesian coordinates (Å):
O: 2.17087 -1.52211 0.85594
C: 1.66467 -0.62127 0.31795
C: 1.18450 0.43541 -0.32965
C: -0.11850 1.06794 -0.05805
C: -1.29905 0.46476 0.15959
C: -1.31024 -0.94042 -0.21398
O: -0.87743 -1.41752 0.81866
H: 1.90225 0.89238 -1.00611
H: -0.13139 2.14749 -0.07639
H: -2.10701 0.87633 0.75161
H: -1.07867 -1.38298 -1.21956

> total energy of number 2 (C3H5NO2)?

-322.41506 a.u.